(w)
9
Properties=species:S:1:pos:R:3 method="wB97M-V/def2-TZVPD" smiles="S=CN=c1cc1" gap_ev=8.56 spin_multiplicity=1
S 2.6355 -0.5269 1.0066
C 1.9551 0.5603 -0.0184
N 0.5379 0.8976 0.0307
C -0.4982 0.1811 -0.0269
C -1.9115 -0.0316 0.2213
C -1.3082 -1.0253 -0.3644
H 2.6968 1.1672 -0.5312
H -2.6714 0.7315 0.5283
H -1.4361 -1.9538 -0.8460

***

(x)
9
Properties=species:S:1:pos:R:3 method="wB97M-V/def2-TZVPD" gap_ev=7.56 spin_multiplicity=1
C -1.7126 -0.7437 -1.4456
C -2.3745 -0.9069 -0.3619
C 0.1859 0.1157 -0.2272
C 1.4548 0.5362 0.3327
N -0.5210 -0.2755 -1.0992
S -2.4969 -0.6378 1.2178
H 2.4285 0.1577 -0.2513
H 1.5778 0.0882 1.2658
H 1.4580 1.6661 0.5687

***

Name the most stable of them. (w).

***

(w)
9
Properties=species:S:1:pos:R:3 method="wB97M-V/def2-TZVPD" gap_ev="6.25 / 6.23" spin_multiplicity=1
C 1.9379 -1.0426 0.0125
C 2.5069 -2.1849 -0.0457
C 0.1292 0.6929 -0.0040
C -1.2726 0.1690 -0.0119
N 1.1162 -0.1158 0.0643
S 0.4404 2.3639 -0.0122
H -1.9374 0.8956 -0.4723
H -1.5960 -0.0008 1.0151
H -1.3244 -0.7774 -0.5459

***

(x)
9
Properties=species:S:1:pos:R:3 method="wB97M-V/def2-TZVPD" smiles="CC1=NS2#CC=21" gap_ev=8.58 spin_multiplicity=1
C 1.3861 0.1284 -0.0068
C -0.0636 0.0112 -0.0225
N -0.9080 1.0500 -0.3208
S -2.5435 0.4959 -0.1865
C -2.2799 -1.1424 0.3741
C -0.9787 -0.9981 0.2116
H 1.5565 1.1811 -0.4151
H 1.9025 -0.7234 -0.5657
H 1.9285 -0.0026 0.9317

***

Name the most stable of them. (x).

***

(w)
15
Properties=species:S:1:pos:R:3 method="wB97M-V/def2-TZVPD" s_squared=0.757 gap_ev="12.52 / 2.91" total_charge=+1 spin_multiplicity=2
O 1.0252 0.9242 -0.4529
O -0.2683 -1.5550 0.0700
O -2.7951 -0.6869 -0.4636
O -1.7381 1.5407 -1.5170
O 3.9001 -0.3095 2.4345
H 1.7241 0.9694 -1.1354
H -0.3230 -1.3219 1.0137
H -3.7184 -0.5702 -0.6892
H -1.0671 2.1093 -1.1209
H 3.6131 -0.5169 3.3425
H 0.6446 0.0293 -0.4862
H -1.2258 -1.4214 -0.1733
H -2.3303 0.0956 -0.8743
H -1.4103 1.2496 -2.3734
H 3.0845 -0.1750 1.9328

***

(x)
15
Properties=species:S:1:pos:R:3 method="wB97M-V/def2-TZVPD" s_squared=0.758 gap_ev="12.82 / 5.88" total_charge=+1 spin_multiplicity=2
O -1.6343 -1.9093 1.0085
O -0.9431 0.4811 -0.0810
O 0.5689 2.7889 -0.6780
O 1.5255 0.2998 -1.0373
O 0.9368 -1.7204 0.5518
H -2.3051 -1.8562 0.3195
H -0.7713 0.5063 0.8729
H 0.4248 3.4816 -1.3211
H 1.0128 0.3265 -1.8702
H 1.1922 -1.5463 1.4825
H -2.0165 -2.2924 1.8011
H -0.4913 1.2814 -0.4387
H 1.4348 2.3599 -0.7413
H 1.1123 -0.3743 -0.4062
H -0.0464 -1.8266 0.5376

***

Name the most stable of them. (x).

***

(w)
16
Properties=species:S:1:pos:R:3 method="wB97M-V/def2-TZVPD" smiles="NCNC(=O)CN" gap_ev=9.96 spin_multiplicity=1
N 2.2415 1.9646 -0.3884
C 1.2236 1.1117 -1.0327
N 0.4421 0.2810 -0.1032
C -0.2982 -0.8753 -0.4997
O 0.0662 -1.2827 -1.6118
C -1.4545 -1.6751 0.2443
N -1.5015 -1.0068 1.5830
H 2.6163 1.5806 0.3944
H 1.6646 2.6224 0.1392
H 0.5584 1.8734 -1.4444
H 1.7136 0.4965 -1.7368
H 0.1578 0.8708 0.6314
H -2.3758 -1.5426 -0.3781
H -1.2182 -2.8242 0.4751
H -2.1194 -1.5611 2.2304
H -1.7167 -0.0331 1.4975

***

(x)
16
Properties=species:S:1:pos:R:3 method="wB97M-V/def2-TZVPD" gap_ev=6.67 spin_multiplicity=1
C -1.8220 0.6152 0.6168
C -0.2813 -1.7165 0.8202
N 0.9697 -0.2628 -1.0599
C 0.6293 0.6850 -0.2546
N 2.0489 -0.0418 -1.9074
O -0.5003 0.0836 0.8010
N 1.1355 1.7706 0.1697
H 1.8868 -0.4400 -2.8239
H 2.4639 0.8806 -1.7735
H 0.7490 2.0751 1.0564
H -2.1290 0.4722 -0.4218
H -1.8305 1.6710 0.8851
H -2.5012 0.0822 1.2828
H -0.5888 -2.1250 -0.1317
H 0.7433 -1.9228 1.0920
H -0.9733 -1.8267 1.6487

***

Name the most stable of them. (w).

***

(w)
16
Properties=species:S:1:pos:R:3 method="wB97M-V/def2-TZVPD" gap_ev="8.05 / 7.18" spin_multiplicity=1
C 0.6303 1.5620 -0.7277
C -0.9824 -0.3358 1.6798
N 0.7187 -1.7219 0.6995
N 0.3988 -0.4699 1.2370
C 0.3172 -1.2588 -0.5206
O -0.7043 1.6126 -1.1869
N -0.0386 -1.6694 -1.6248
H -0.8072 1.0959 -1.9919
H 1.7063 -1.9445 0.7726
H 0.8946 0.7560 0.1981
H -0.1011 -0.9501 -2.3448
H 1.3160 1.7813 -1.5486
H 0.7567 2.3892 -0.0244
H -1.0205 0.3441 2.5301
H -1.4682 -1.2723 1.9636
H -1.6162 0.0819 0.8888

***

(x)
16
Properties=species:S:1:pos:R:3 method="wB97M-V/def2-TZVPD" smiles=NC[C@@H](O)C1NN1 gap_ev=9.89 spin_multiplicity=1
N 2.1836 0.3630 0.2324
C 1.0263 1.0565 -0.3121
C -0.2492 0.6898 0.4708
O -1.3062 1.5031 0.0428
C -0.5728 -0.7836 0.3014
N -1.2116 -1.1840 -0.9016
N -2.0180 -1.0992 0.2882
H 3.0376 0.8545 -0.0152
H 2.2543 -0.5750 -0.1532
H 1.1695 2.1339 -0.2020
H 0.8441 0.8418 -1.3758
H -0.0574 0.8693 1.5404
H -2.0290 0.9168 -0.2324
H 0.1313 -1.4581 0.7911
H -0.9934 -2.1317 -1.2085
H -2.2091 -1.9970 0.7338

***

Name the most stable of them. (x).

***

(w)
40
Properties=species:S:1:pos:R:3 method="wB97M-V/def2-TZVPD" smiles="C=CCC[C@@H](N)C=O.O.O.O.O.O.O.O" gap_ev=9.45 spin_multiplicity=1
C 2.7173 1.1535 -1.7702
C 2.5989 1.1047 -0.4508
C 2.9764 0.0890 0.5490
C 2.7915 -1.4108 0.1198
C 1.1940 -1.6376 -0.0206
N 0.4933 -1.9422 -1.3029
C 0.9024 -2.9594 0.8043
O 0.6614 -2.9207 1.9792
H 3.1018 0.2975 -2.2658
H 2.7291 2.0976 -2.4415
H 2.3377 2.0894 -0.0848
H 2.6117 0.3735 1.5283
H 4.1009 0.2215 0.6337
H 3.2475 -1.6285 -0.8095
H 3.1989 -2.0514 0.8065
H 0.8716 -0.7433 0.3714
H 0.1514 -1.1920 -1.9763
H 0.9065 -2.6616 -1.9543
H 0.6359 -3.9914 0.0920
O -2.4543 1.8689 -0.6045
H -2.2485 0.9904 -0.7659
H -3.3286 1.9241 -0.9115
O -2.6077 -1.1005 1.6694
H -1.6881 -1.1530 1.3869
H -2.6522 -0.2204 2.1936
O -2.8729 -1.0924 -1.0249
H -2.0696 -1.5053 -0.8522
H -3.4412 -1.2540 -0.2292
O 0.0383 2.5448 -0.9259
H -0.7589 2.7558 -0.4490
H 0.0459 1.6751 -1.3055
O -2.0551 1.4234 2.3034
H -2.1646 1.5080 1.4097
H -1.1607 1.8137 2.5555
O -1.6346 0.2444 -2.9909
H -2.2572 -0.2115 -2.4363
H -1.9558 1.2119 -2.9939
O 0.4522 2.6707 1.9522
H 0.4921 2.6127 1.0109
H 0.5401 3.4925 2.3550

***

(x)
40
Properties=species:S:1:pos:R:3 method="wB97M-V/def2-TZVPD" smiles="C/C=C/C[C@H](N)C=O.O.O.O.O.O.O.O" gap_ev=9.78 spin_multiplicity=1
C 0.1930 -1.8310 -3.6240
C -0.2896 -0.7677 -2.6806
C -1.4277 -0.8457 -2.0061
C -1.9216 0.2157 -1.0505
C -1.2367 0.1731 0.3145
N -1.5460 -1.0946 0.9915
C -1.7000 1.3060 1.2131
O -1.0093 1.7589 2.0979
H 0.2416 -1.4321 -4.6397
H 1.1892 -2.1956 -3.3624
H -0.4776 -2.6916 -3.6543
H 0.3598 0.0959 -2.5788
H -2.0477 -1.7361 -2.0632
H -1.7671 1.2101 -1.4759
H -3.0074 0.1329 -0.9302
H -0.1545 0.2309 0.1793
H -1.1248 -1.1206 1.9154
H -2.5459 -1.2341 1.0848
H -2.7445 1.6475 1.1088
O 1.4447 2.1157 -1.4808
H 1.6301 2.2960 -0.5479
H 0.5934 2.5288 -1.6394
O -0.9387 3.3406 -0.3693
H -0.1769 3.4351 0.2156
H -1.2901 4.2149 -0.5568
O 0.0291 -1.1934 3.8370
H 0.3731 -0.4100 4.2830
H 0.3799 -1.9432 4.3217
O 1.5169 2.5626 1.3322
H 2.2460 1.9074 1.3147
H 0.7834 2.1516 1.8002
O 1.8431 -1.6896 1.7363
H 1.1385 -1.4641 2.3665
H 1.3997 -2.2204 1.0421
O 3.3197 0.5075 1.1062
H 3.5502 0.3630 0.1841
H 2.7957 -0.2830 1.3762
O 0.3365 -2.9510 -0.1830
H -0.4896 -2.4952 0.0822
H 0.5320 -2.5954 -1.0603

***

Name the most stable of them. (x).

***

(w)
7
Properties=species:S:1:pos:R:3 method="wB97M-V/def2-TZVPD" gap_ev=9.31 spin_multiplicity=1
N 0.9733 -0.7064 0.0813
N -0.3302 0.6429 0.3500
O 1.9946 -0.4483 0.5726
O 0.5595 -1.6019 -0.5595
F 0.5108 1.7342 0.1270
S -1.4343 0.4038 -0.7239
H -2.2737 -0.0242 0.1524

***

(x)
7
Properties=species:S:1:pos:R:3 method="wB97M-V/def2-TZVPD" gap_ev=10.77 spin_multiplicity=1
N 1.8814 -0.5426 -0.1093
N 1.2915 -1.4827 -0.0326
O 2.5387 0.4083 0.0381
O -2.4204 1.2157 -0.6243
F -1.2027 0.4012 1.3650
S -1.1518 0.7751 -0.2367
H -0.9368 -0.7750 -0.4003

***

Name the most stable of them. (x).

***

(w)
9
Properties=species:S:1:pos:R:3 method="wB97M-V/def2-TZVPD" gap_ev="7.52 / 9.17" spin_multiplicity=1
C -0.9387 0.1225 0.6392
C 1.7532 -0.3618 -0.5476
O 1.1639 -1.5260 -0.7131
Cl -1.8740 -1.3145 0.6456
Cl 3.0076 -0.2009 0.6774
H -0.1845 0.3049 1.3818
H -1.1897 1.0601 0.2188
H 1.6144 0.4391 -1.2456
H 1.4331 -2.1165 -0.0698

***

(x)
9
Properties=species:S:1:pos:R:3 method="wB97M-V/def2-TZVPD" gap_ev=9.94 spin_multiplicity=1
O -1.1395 1.8026 -0.5287
C 0.0381 1.4636 -1.1388
C 0.1204 0.3669 -1.9346
Cl -1.2380 -0.6653 -2.3649
H -1.7692 1.2590 -1.1280
H 1.0029 1.9254 -0.8629
H 1.0258 0.0657 -2.3651
Cl -0.6016 0.7051 2.8123
H -1.5596 0.5054 1.9946

***

Name the most stable of them. (x).

***

(w)
77
Properties=species:S:1:pos:R:3 method="wB97M-V/def2-TZVPD" gap_ev=7.41 total_charge=+1 spin_multiplicity=1
Mg -33.6509 4.1196 44.7596
N -36.2634 2.7283 43.8393
O -36.7436 2.5503 42.7558
O -35.2494 3.3754 43.9967
O -36.8519 2.3754 44.8502
C -38.2107 2.7144 47.8530
C -37.3043 1.5596 48.0852
N -36.5913 0.6843 48.3291
H -37.6246 3.5590 47.4906
H -38.9823 2.9560 48.5840
H -38.7993 2.4872 46.9643
C -38.6314 -0.1913 44.7329
C -39.9282 -0.8740 44.4201
N -40.9022 -1.4242 44.1687
H -38.0009 -0.8952 45.2762
H -38.8290 0.6748 45.3646
H -38.0267 0.2146 43.9219
C -31.5705 0.6628 46.6005
S -32.7827 0.9197 45.1600
O -32.8193 2.4056 44.9584
C -34.3801 0.4516 45.9583
H -31.4573 -0.3986 46.8214
H -32.0626 1.1424 47.4467
H -30.6597 1.2094 46.3558
H -34.7681 1.2686 46.5666
H -34.1521 -0.3929 46.6086
H -35.0951 0.2254 45.1673
C -32.6440 7.1746 42.8568
S -34.0971 7.2562 44.0243
O -34.0668 5.8971 44.7260
C -33.3504 8.3522 45.2462
H -32.3508 8.1084 42.3770
H -32.9233 6.6249 41.9580
H -31.8023 6.6498 43.3087
H -33.2106 7.8007 46.1760
H -33.9906 9.2286 45.3465
H -32.3794 8.7307 44.9268
C -39.7020 1.8773 40.8760
S -40.2171 0.9833 39.3275
O -39.0501 1.0275 38.3539
C -40.1805 -0.7079 40.1428
H -38.6988 1.6656 41.2460
H -40.3612 1.6292 41.7080
H -39.9007 2.9071 40.5791
H -41.0130 -0.8983 40.8202
H -39.1775 -0.9030 40.5224
H -40.3466 -1.3929 39.3113
C -31.0928 2.1102 42.3308
S -32.1204 3.6178 41.7323
O -32.9095 4.1053 42.9653
C -33.3486 2.5493 40.8148
H -30.3226 2.3332 43.0691
H -30.5330 1.7101 41.4854
H -31.8361 1.4090 42.7102
H -33.6980 1.8015 41.5267
H -32.8629 1.9617 40.0357
H -34.1958 3.1453 40.4754
C -37.6024 4.5383 40.1608
C -36.2788 5.2317 40.0174
O -35.6820 5.1444 38.9417
C -35.6961 5.8858 41.2269
H -37.5518 3.6923 40.8462
H -37.9192 4.1398 39.1969
H -38.4213 5.2099 40.4189
H -34.7977 6.4221 40.9214
H -35.4780 5.1195 41.9708
H -36.5381 6.4627 41.6093
C -37.6286 5.6711 44.8403
C -37.5713 7.0470 45.5328
O -36.8555 7.1056 46.5080
C -38.3322 8.2710 45.0482
H -37.3441 4.8354 45.4797
H -36.8833 5.6050 44.0477
H -38.6173 5.4794 44.4234
H -38.3639 9.0449 45.8152
H -39.3476 7.9699 44.7905
H -37.8606 8.7471 44.1886

***

(x)
77
Properties=species:S:1:pos:R:3 method="wB97M-V/def2-TZVPD" gap_ev=8.14 total_charge=+1 spin_multiplicity=1
Mg 2.2196 -20.6885 9.8450
N 2.5741 -22.9771 8.8605
O 2.7146 -21.8982 8.1841
O 2.7191 -24.0555 8.3424
O 2.2529 -22.7920 10.0610
C 3.4775 -24.8950 12.0301
C 3.6940 -24.0982 13.2371
N 3.9004 -23.4672 14.1693
H 3.6143 -25.9517 12.2439
H 4.1770 -24.5067 11.2932
H 2.4533 -24.7202 11.7074
C 2.9287 -23.5340 5.1253
C 1.6428 -22.9521 4.7745
N 0.6353 -22.4820 4.4932
H 2.8074 -24.3576 5.8238
H 3.5444 -22.7921 5.6309
H 3.4389 -23.9154 4.2427
C 0.7393 -27.3810 8.7955
S -0.5505 -27.0604 7.5581
O -1.7495 -26.5911 8.3017
C 0.2261 -25.5784 6.8558
H 0.3782 -28.2307 9.3724
H 0.8311 -26.5219 9.4617
H 1.6952 -27.6167 8.3318
H -0.4198 -25.1835 6.0757
H 1.2045 -25.8020 6.4331
H 0.3648 -24.8814 7.6824
C -0.8208 -19.2143 7.6791
S -0.9392 -20.6625 8.7500
O 0.4008 -20.7247 9.4540
C -0.9102 -21.9025 7.4469
H -1.5945 -19.1700 6.9188
H 0.1700 -19.2387 7.2261
H -0.8673 -18.3356 8.3220
H -1.6663 -21.6686 6.6949
H -1.0769 -22.8969 7.8504
H 0.0335 -21.8352 6.8981
C 0.6494 -21.8871 13.4630
S 1.3173 -20.2776 13.0486
O 2.0136 -20.4990 11.7151
C -0.2215 -19.4656 12.6408
H 1.4785 -22.5305 13.7530
H 0.1841 -22.3604 12.5956
H -0.0925 -21.7526 14.2490
H -0.0229 -18.5729 12.0461
H -0.7620 -19.1589 13.5341
H -0.8104 -20.1261 12.0037
C 5.6681 -20.9973 12.2516
S 5.5838 -20.4247 10.5263
O 4.1257 -20.4865 10.1303
C 5.8968 -18.6795 10.8570
H 4.7093 -20.7846 12.7169
H 6.4653 -20.4084 12.7064
H 5.9412 -22.0456 12.3137
H 5.4336 -18.1290 10.0393
H 6.9687 -18.5020 10.8847
H 5.4050 -18.3790 11.7812
C 5.8858 -24.9598 7.8220
C 5.9713 -24.2503 6.4891
O 5.8060 -24.8471 5.4510
C 6.3542 -22.7919 6.4793
H 5.0638 -24.5080 8.3800
H 6.8040 -24.7766 8.3834
H 5.7263 -26.0195 7.6546
H 5.6251 -22.2417 7.0883
H 6.3784 -22.4207 5.4596
H 7.3140 -22.6175 6.9694
C 2.1230 -18.9395 4.7643
C 3.4936 -18.5650 5.2490
O 3.9551 -17.4616 5.1034
C 4.3003 -19.6725 5.8962
H 1.6432 -18.0983 4.2712
H 1.5596 -19.1421 5.6858
H 2.0650 -19.8504 4.1725
H 4.3906 -20.4979 5.1861
H 3.9544 -20.0471 6.8624
H 5.3189 -19.3251 6.0840

***

Name the most stable of them. (x).

***

(w)
13
Properties=species:S:1:pos:R:3 method="wB97M-V/def2-TZVPD" gap_ev=11.11 spin_multiplicity=1
C -1.1607 -0.1935 0.1428
C -0.7928 1.2887 0.2938
N 1.3699 -0.9122 0.4410
N 1.3018 -0.4948 -0.7325
O 0.2534 -0.8737 1.1737
O -1.1772 -0.7406 -1.0609
O 2.3828 -1.3103 0.9716
H -2.0055 -0.5699 0.5799
H -0.8077 1.7113 1.2432
H -1.5237 1.9368 -0.2429
H 0.2915 1.3552 -0.0102
H -0.3134 -0.6260 -1.6445
H 2.1815 -0.5709 -1.1550

***

(x)
13
Properties=species:S:1:pos:R:3 method="wB97M-V/def2-TZVPD" smiles="NC(=O)NC=O.O" gap_ev=11.11 spin_multiplicity=1
N -0.6128 -0.4710 1.1911
C 0.4536 -0.7964 1.8908
O 0.8015 -1.9586 2.2923
N 1.1535 0.3380 2.3159
C 1.2797 1.6532 2.1194
O 0.7277 2.2458 1.1292
H -1.2758 -1.3240 1.3356
H -0.6728 0.5956 1.1781
H 1.9399 -0.0017 2.8449
H 2.0422 2.1080 2.8269
O -1.5877 -0.9357 -6.4719
H -2.0648 -0.1297 -6.7864
H -2.1841 -1.3235 -5.8658

***

Name the most stable of them. (x).

***

(w)
15
Properties=species:S:1:pos:R:3 method="wB97M-V/def2-TZVPD" smiles=O.O.O.O.S gap_ev=10.20 spin_multiplicity=1
O -1.1251 2.3998 0.6048
H -0.8171 2.9347 1.3426
H -1.0357 2.9420 -0.1837
O 0.6052 -0.4541 -1.4295
H 0.3613 -1.0404 -2.1489
H 1.2974 -0.8693 -0.8971
O 0.8266 -2.5416 0.4463
H 0.2602 -2.5965 1.2254
H 0.3833 -3.1271 -0.1846
O 1.8533 1.7086 -0.4045
H 1.2900 1.1857 -0.9999
H 2.5292 2.1436 -0.9305
S -2.1662 -1.4991 1.1062
H -1.3300 -0.5518 0.6815
H -2.9324 -0.6343 1.7719

***

(x)
15
Properties=species:S:1:pos:R:3 method="wB97M-V/def2-TZVPD" smiles=O.O.O.O.S gap_ev=10.39 spin_multiplicity=1
O 0.4995 -0.1191 -3.7581
H -0.3848 -0.1474 -3.4032
H 0.3952 -0.5576 -4.5827
O 1.8773 0.3340 1.7412
H 1.0950 0.0303 1.3637
H 1.5300 0.6857 2.5924
O -1.7221 -0.9168 2.8736
H -2.2944 -0.5329 2.1709
H -2.4305 -1.3001 3.3970
O 2.6385 -2.8378 -1.0233
H 2.9797 -2.0768 -0.5290
H 1.6792 -2.8138 -0.8291
S -1.5767 1.9610 0.1534
H -1.5827 0.9050 -0.6172
H -2.1046 2.7491 -0.6828

***

Name the most stable of them. (w).